A cluster of 2 separate species, C4H5NO in total. Source: the OMol25 dataset; level of theory: ωB97M-V/def2-TZVPD.

## Properties
total charge	0
spin multiplicity	1
SMILES	C=CC#N.C=O
orbital gap	10.49	eV

Geometry (Å):
C 0.31234 0.46939 1.59316
C -0.88884 0.33836 1.03366
C -1.22858 1.00640 -0.19170
N -1.47036 1.50055 -1.21201
H 0.56893 -0.05721 2.50755
H 1.08778 1.06408 1.12760
H -1.65997 -0.27942 1.47822
C 0.81453 -0.97636 -1.56688
O 1.34223 -1.60749 -0.68493
H -0.18125 -1.24072 -1.97261
H 1.30629 -0.10504 -2.04018

natural (NBO) population analysis, charges in e, atoms 1 to 5: C -0.26; C -0.34; C 0.25; N -0.31; H 0.21

---

A structure of composition C10H24InO3. Source: the OMol25 dataset; level of theory: ωB97M-V/def2-TZVPD.

## Properties
total charge	-1
spin multiplicity	1
orbital gap	7.52	eV

Geometry (Å):
C 4.79220 -1.57981 -0.02126
O 4.34492 -0.25042 -0.09718
C 3.20458 -0.00588 0.71204
C 2.69088 1.39725 0.41751
C 1.59629 1.49195 -0.64512
C 0.39743 0.58073 -0.39286
C -0.76930 0.86215 -1.33926
C -1.77126 1.91805 -0.86910
C -2.40052 1.67999 0.50336
C -3.34368 0.46200 0.57016
C -2.75233 -0.77114 1.29532
In -1.90863 -2.36268 -0.01886
O -2.57467 -2.20283 -1.97509
O -2.67601 -4.17871 0.66004
H 3.95862 -2.28533 0.00244
H 5.40835 -1.74181 0.86865
H 5.38913 -1.79252 -0.90548
H 2.44800 -0.76549 0.51320
H 3.48000 -0.09028 1.77031
H 2.31833 1.83979 1.34189
H 3.56293 1.97400 0.10559
H 1.23423 2.52546 -0.66141
H 2.00058 1.29814 -1.64065
H 0.09806 0.67674 0.65129
H 0.67989 -0.46292 -0.51852
H -0.34573 1.20667 -2.28840
H -1.28917 -0.06686 -1.57455
H -2.59296 1.96028 -1.58891
H -1.30300 2.90709 -0.89248
H -1.63565 1.58417 1.27192
H -2.96880 2.58090 0.74982
H -3.64563 0.20403 -0.44739
H -4.24937 0.77617 1.09475
H -3.52484 -1.22095 1.92178
H -1.97255 -0.43252 1.98208
H -0.12021 -2.36439 0.04582
H -2.86241 -1.31506 -2.18158
H -2.89769 -4.03595 1.58012

Mulliken population analysis, charges in e, atoms 1 to 5: C -0.71; O -0.33; C -0.23; C -0.90; C -0.77

---

A structure of composition C3H5N2O3S. Source: the OMol25 dataset; level of theory: ωB97M-V/def2-TZVPD.

## Properties
total charge	-1
spin multiplicity	1
orbital gap (alpha / beta)	6.65 / 7.59	eV

Geometry (Å):
C -0.21972 -1.33475 0.35761
C 0.35526 -0.02026 0.09988
C 1.46164 0.69762 -0.23600
N -1.47660 -0.74305 0.32747
N -0.92211 0.51904 0.42179
O -0.52700 4.04699 -1.47352
O -0.70419 2.95672 -3.73501
O -2.03919 2.14795 -1.71262
S -0.78246 2.81259 -2.28110
H 0.08801 -2.47053 0.43983
H 2.16107 0.16319 -0.74138
H 1.37593 1.79900 -0.16087
H -2.27053 -1.04384 0.77626
H -1.28839 1.28279 -0.36289

natural (NBO) population analysis, charges in e, atoms 1 to 5: C -0.15; C 0.08; C -0.51; N -0.40; N -0.48

---

A cluster of 2 separate species, C5H13NO in total. Source: the OMol25 dataset; level of theory: ωB97M-V/def2-TZVPD.

## Properties
total charge	0
spin multiplicity	1
SMILES	CC/C(C)=C/N.O
orbital gap	8.42	eV

Geometry (Å):
C 1.56951 -1.61797 -0.28953
C 1.87559 -0.15716 0.05808
C 0.69742 0.76382 0.19673
C 1.02350 2.24222 0.15219
C -0.51574 0.38661 0.59243
N -1.46627 1.19274 1.19746
H 1.41302 -2.26725 0.57213
H 0.70946 -1.71592 -0.96130
H 2.41507 -2.02255 -0.85709
H 2.32371 -0.15529 1.05070
H 2.61089 0.23898 -0.63941
H 1.17763 2.71237 1.12700
H 0.24484 2.78812 -0.38540
H 1.90299 2.39983 -0.47476
H -0.78804 -0.65505 0.49008
H -1.52476 2.15281 0.87347
H -2.43971 0.91755 1.14726
O -3.98608 -2.10954 -1.14710
H -3.28944 -2.05443 -1.80915
H -3.95359 -3.03987 -0.89377

natural (NBO) population analysis, charges in e, atoms 1 to 5: C -0.61; C -0.41; C -0.08; C -0.65; C -0.01

---

Going through the records in order, we get DFT total energy values of -7764.5806, -22075.8461, -23146.2942, -8932.6972 eV.
Going through the records in order, we get ΔE to the lowest compared entry with this formula, charge and spin values of 44.9, 0.0, 85.4, 30.3 kcal/mol.